{"formula": "C52H57InN11", "method": "ωB97M-V/def2-TZVPD", "orbital_gap_ev": 6.08, "charge": -1, "elements": ["N", "C", "C", "In", "H", "H", "H", "H", "H", "H", "H", "N", "C", "C", "C", "C", "C", "H", "H", "H", "H", "H", "N", "C", "C", "C", "C", "C", "H", "H", "H", "H", "H", "N", "C", "C", "C", "C", "C", "H", "H", "H", "H", "H", "N", "C", "C", "C", "C", "C", "H", "H", "H", "H", "H", "N", "C", "C", "C", "C", "C", "H", "H", "H", "H", "H", "N", "C", "C", "C", "C", "C", "H", "H", "H", "H", "H", "N", "C", "C", "C", "C", "C", "H", "H", "H", "H", "H", "N", "C", "C", "C", "C", "C", "H", "H", "H", "H", "H", "N", "C", "C", "C", "C", "C", "H", "H", "H", "H", "H", "N", "C", "C", "C", "C", "C", "H", "H", "H", "H", "H"], "coordinates": [[4.034156, 0.722893, 1.443187], [3.389355, 1.505789, 2.209668], [2.489072, 2.556422, 1.709258], [0.402433, 1.617332, 1.793900], [3.814238, 0.966556, 0.477455], [3.466368, 1.436692, 3.292355], [2.533331, 3.411950, 2.384071], [2.764333, 2.857287, 0.700514], [-0.006506, 1.471013, 3.522079], [-0.805858, 2.583729, 0.912697], [0.630977, -0.033706, 1.102752], [-0.294898, 2.220832, -2.221745], [0.795842, 2.019079, -2.953132], [0.975698, 2.538066, -4.229188], [-0.039137, 3.307697, -4.774089], [-1.183880, 3.527468, -4.027027], [-1.258657, 2.963849, -2.761082], [1.561989, 1.408661, -2.485107], [1.887755, 2.342916, -4.778536], [0.058591, 3.731795, -5.766288], [-1.997696, 4.121378, -4.416446], [-2.133736, 3.111185, -2.135683], [-1.344134, 1.014015, 5.663591], [-2.647938, 1.009197, 5.405042], [-3.481428, -0.072397, 5.648353], [-2.925560, -1.219055, 6.189274], [-1.568453, -1.235932, 6.461433], [-0.825815, -0.098006, 6.180968], [-3.038703, 1.926713, 4.977222], [-4.537218, -0.015921, 5.418062], [-3.540111, -2.087687, 6.393070], [-1.092509, -2.112752, 6.879682], [0.240902, -0.066479, 6.378262], [4.268456, -3.735341, 0.040944], [5.165653, -4.599416, -0.435911], [6.429393, -4.237415, -0.871308], [6.784334, -2.897805, -0.811575], [5.867740, -1.984390, -0.321668], [4.628786, -2.451219, 0.091233], [4.843866, -5.636362, -0.465970], [7.116957, -4.984074, -1.246509], [7.763185, -2.572381, -1.142529], [6.100500, -0.930770, -0.255903], [3.884416, -1.766790, 0.485126], [-1.143578, 6.914644, -4.865326], [-0.373732, 6.694446, -3.799779], [0.827145, 7.349000, -3.569008], [1.255177, 8.281564, -4.497937], [0.469400, 8.523348, -5.613630], [-0.715576, 7.816828, -5.746656], [-0.744815, 5.954754, -3.101727], [1.409113, 7.130002, -2.684455], [2.187972, 8.812985, -4.355363], [0.767670, 9.243443, -6.363831], [-1.363748, 7.975821, -6.602379], [-3.410226, 2.858585, -6.348277], [-3.542154, 1.541404, -6.488166], [-4.761704, 0.903025, -6.653109], [-5.909648, 1.676335, -6.670573], [-5.794529, 3.048883, -6.524795], [-4.526667, 3.586446, -6.368389], [-2.617629, 0.974588, -6.464532], [-4.806681, -0.170957, -6.764695], [-6.879318, 1.215537, -6.794580], [-6.666935, 3.688274, -6.529950], [-4.386252, 4.656497, -6.251064], [2.994898, 1.146562, 6.479413], [4.210565, 0.859864, 6.939671], [4.709534, 1.319531, 8.149002], [3.899429, 2.129343, 8.926599], [2.631794, 2.444014, 8.464810], [2.227702, 1.929180, 7.240538], [4.811296, 0.223735, 6.297567], [5.705797, 1.046599, 8.471768], [4.250498, 2.509176, 9.878591], [1.967069, 3.074470, 9.040088], [1.240993, 2.146754, 6.842108], [0.714156, -4.646346, 4.148443], [1.207526, -4.341526, 2.946591], [2.429721, -4.803541, 2.473671], [3.179949, -5.622544, 3.299692], [2.685711, -5.948390, 4.553521], [1.452812, -5.437014, 4.924525], [0.586783, -3.692913, 2.338868], [2.785105, -4.529134, 1.487055], [4.139831, -6.002717, 2.970278], [3.243021, -6.585413, 5.228505], [1.024833, -5.668552, 5.895255], [6.573203, -1.759940, 9.396696], [7.523576, -2.523714, 8.860504], [7.281718, -3.753625, 8.268940], [5.978099, -4.220444, 8.234935], [4.975920, -3.442697, 8.789058], [5.325535, -2.225741, 9.353510], [8.529195, -2.119984, 8.911211], [8.093755, -4.329037, 7.845754], [5.746432, -5.175973, 7.781714], [3.945288, -3.769336, 8.782532], [4.573118, -1.580535, 9.793749], [-7.932533, 0.765790, -4.403982], [-9.239409, 0.746439, -4.660309], [-10.058867, -0.343036, -4.408015], [-9.487381, -1.480386, -3.861147], [-8.129603, -1.480812, -3.589105], [-7.401487, -0.335925, -3.876800], [-9.643053, 1.657131, -5.091155], [-11.115656, -0.300483, -4.634576], [-10.091842, -2.353525, -3.649571], [-7.643836, -2.347396, -3.162208], [-6.336188, -0.288831, -3.676876], [-3.505142, -2.313730, -7.958590], [-2.538626, -3.074362, -8.468238], [-2.756248, -4.320199, -9.036741], [-4.051849, -4.806666, -9.075610], [-5.071665, -4.031532, -8.549629], [-4.745293, -2.798321, -8.007562], [-1.539787, -2.655758, -8.412990], [-1.930857, -4.892749, -9.436968], [-4.264004, -5.775702, -9.509622], [-6.097551, -4.373644, -8.559373], [-5.513352, -2.156486, -7.588372]], "atomic_forces_ev_per_a": [[0.880, -1.087, 0.182], [-0.735, 1.274, -0.959], [0.161, -0.168, 0.749], [-0.182, -0.246, 0.099], [-0.050, 0.029, -0.057], [0.144, -0.384, 0.135], [-0.298, 0.157, -0.019], [-0.085, 0.006, -0.158], [0.151, 0.089, -0.330], [0.153, 0.006, 0.112], [-0.013, 0.281, -0.010], [0.020, -0.007, -0.225], [0.049, -0.077, 0.131], [-0.045, 0.038, 0.004], [0.055, 0.004, -0.100], [-0.034, -0.059, 0.106], [-0.008, -0.038, 0.103], [0.026, 0.006, -0.032], [0.009, -0.015, 0.020], [-0.036, 0.005, 0.003], [0.007, -0.013, -0.033], [-0.011, 0.027, -0.020], [-0.179, -0.146, 0.466], [0.063, 0.183, -0.058], [0.012, -0.013, -0.018], [-0.050, -0.081, 0.027], [0.011, -0.006, -0.005], [0.088, 0.149, -0.021], [-0.048, -0.031, -0.027], [0.007, 0.020, -0.026], [0.008, -0.001, -0.009], [0.033, 0.002, -0.039], [0.013, -0.090, -0.047], [0.378, 0.014, -0.254], [-0.118, -0.037, 0.056], [0.010, -0.013, -0.001], [0.028, 0.040, -0.013], [0.126, -0.035, -0.079], [-0.444, 0.052, 0.151], [0.061, -0.021, -0.026], [-0.020, -0.019, 0.001], [-0.001, -0.005, 0.000], [-0.081, 0.014, 0.095], [0.114, 0.097, 0.052], [0.129, 0.091, 0.014], [-0.174, -0.030, 0.036], [0.022, 0.044, -0.034], [0.066, 0.027, 0.007], [0.005, -0.005, 0.014], [-0.114, -0.069, -0.030], [0.082, 0.012, 0.058], [-0.027, -0.038, 0.008], [-0.002, -0.005, -0.001], [-0.022, -0.005, -0.013], [0.047, 0.040, -0.029], [-0.173, -0.014, -0.116], [0.211, 0.028, 0.045], [-0.093, 0.046, 0.003], [-0.031, -0.029, -0.107], [0.058, -0.015, -0.021], [0.098, 0.067, 0.015], [-0.040, -0.066, -0.001], [0.112, -0.005, -0.002], [-0.008, 0.014, 0.024], [0.012, 0.016, 0.024], [-0.053, 0.006, 0.010], [0.001, 0.098, 0.260], [-0.035, -0.108, -0.186], [0.071, 0.016, 0.049], [-0.015, 0.039, 0.064], [0.035, -0.031, -0.006], [-0.108, -0.059, -0.195], [0.046, 0.002, 0.037], [-0.009, -0.044, -0.012], [0.004, 0.000, -0.006], [-0.027, -0.002, -0.026], [0.008, 0.030, -0.007], [0.106, -0.068, -0.062], [-0.142, 0.015, 0.109], [-0.090, -0.064, -0.029], [0.033, -0.019, -0.010], [0.027, 0.000, -0.003], [-0.109, 0.054, 0.047], [0.070, 0.036, -0.033], [-0.047, 0.068, 0.114], [0.004, 0.020, -0.007], [-0.021, -0.001, 0.020], [0.054, -0.036, 0.020], [-0.022, -0.118, -0.047], [0.038, 0.122, 0.046], [-0.018, -0.004, 0.018], [-0.015, -0.074, -0.031], [0.024, -0.019, 0.007], [0.006, 0.169, 0.076], [0.023, -0.050, -0.041], [0.015, 0.022, -0.002], [-0.005, 0.012, -0.015], [-0.013, 0.038, -0.013], [-0.054, -0.036, -0.040], [-0.210, -0.141, 0.066], [0.071, 0.099, -0.011], [0.009, -0.013, -0.007], [-0.036, -0.065, 0.012], [-0.047, 0.004, -0.021], [0.181, 0.129, -0.007], [-0.064, -0.023, 0.009], [0.003, 0.022, -0.007], [0.001, 0.005, 0.003], [0.028, 0.021, 0.010], [-0.001, -0.053, 0.013], [-0.121, -0.151, -0.061], [0.086, 0.154, 0.066], [-0.032, -0.001, 0.002], [-0.012, -0.075, -0.039], [0.010, -0.003, -0.009], [0.058, 0.147, 0.060], [0.024, -0.053, -0.025], [0.019, 0.018, 0.014], [0.001, 0.002, 0.005], [-0.007, 0.024, 0.014], [-0.066, -0.065, -0.014]], "mulliken_charge": [-0.64, 0.13, -1.22, 0.61, 0.14, 0.29, 0.33, 0.40, -0.25, -0.42, -0.40, -0.28, -0.31, -0.54, -0.10, -0.55, -0.31, 0.34, 0.38, 0.47, 0.51, 0.37, -0.19, -0.26, -0.44, -0.16, -0.73, 0.21, 0.35, 0.36, 0.36, 0.34, 0.18, -0.39, -0.34, -0.39, -0.31, -0.39, -0.33, 0.36, 0.37, 0.34, 0.44, 0.57, -0.39, -0.20, -0.58, -0.18, -0.40, -0.20, 0.51, 0.39, 0.37, 0.35, 0.36, -0.36, -0.45, -0.14, -0.01, -0.50, -0.29, 0.42, 0.22, 0.40, 0.35, 0.37, -0.32, -0.21, -0.49, -0.18, -0.60, -0.25, 0.41, 0.39, 0.38, 0.38, 0.50, -0.50, -0.51, 0.05, -0.19, -0.43, -0.26, 0.42, 0.38, 0.39, 0.37, 0.35, -0.52, -0.17, -0.40, -0.15, -0.41, -0.18, 0.36, 0.34, 0.38, 0.36, 0.40, -0.39, -0.15, -0.45, -0.13, -0.51, -0.24, 0.36, 0.35, 0.37, 0.37, 0.44, -0.25, -0.18, -0.49, -0.13, -0.68, 0.03, 0.35, 0.34, 0.37, 0.34, 0.30]}